Formula: C23H21Br2F3InN4S
Source: OMol25
Level of theory: wB97M-V/def2-TZVPD

Each line ends with the Mulliken charge.
Geometry (Å):
In: -1.36 -16.34 -0.77  0.60
Br: 1.79 -13.66 0.75  -0.10
C: 1.62 -13.20 -1.12  -0.46
Br: 1.36 -14.65 -2.30  -0.02
H: 2.62 -12.77 -1.36  0.37
H: 0.90 -12.41 -1.27  0.31
C: 2.81 -18.10 1.74  -0.88
N: 1.51 -18.73 1.64  0.22
C: 0.98 -19.60 2.64  -0.85
C: -0.21 -20.00 2.19  -0.41
N: -0.46 -19.28 1.02  0.77
C: 0.63 -18.58 0.65  0.23
S: 0.80 -17.68 -0.79  -0.37
C: -1.73 -19.35 0.41  -0.52
C: -2.23 -20.64 0.22  -0.83
C: -3.56 -20.78 -0.07  -0.60
C: -4.29 -19.64 -0.39  -0.99
C: -3.60 -18.46 -0.52  -0.10
N: -2.37 -18.26 -0.06  0.95
H: 2.85 -17.28 0.93  0.26
H: 3.60 -18.81 1.53  0.33
H: 2.90 -17.66 2.70  0.38
H: 1.56 -20.06 3.42  0.51
H: -0.97 -20.64 2.60  0.52
H: -1.69 -21.51 0.49  0.73
H: -3.99 -21.78 -0.09  0.45
H: -5.35 -19.72 -0.66  0.47
H: -4.07 -17.55 -0.98  0.36
N: -0.65 -16.16 2.71  -0.05
C: -1.96 -16.58 2.77  0.55
C: -2.37 -17.72 3.49  -0.43
C: -3.66 -18.19 3.47  -0.80
C: -4.62 -17.48 2.73  -0.90
C: -4.28 -16.31 2.06  -0.47
C: -2.95 -15.80 2.10  0.40
C: -2.61 -14.50 1.40  -0.22
C: -3.03 -13.25 1.85  -0.61
C: -2.71 -12.08 1.22  -0.73
C: -2.01 -12.05 0.01  -0.87
C: -1.68 -13.30 -0.53  -0.72
C: -1.88 -14.52 0.15  0.65
H: -0.48 -15.24 2.35  0.14
H: -0.17 -16.30 3.59  0.34
H: -1.55 -18.22 4.08  0.37
H: -4.00 -19.13 3.96  0.41
H: -5.64 -17.76 2.77  0.53
H: -5.08 -15.65 1.60  0.41
H: -3.70 -13.22 2.65  0.60
H: -3.06 -11.11 1.59  0.36
H: -1.73 -11.13 -0.52  0.44
H: -1.22 -13.40 -1.54  0.64
F: -0.49 -16.48 -3.63  -0.23
C: -1.64 -16.78 -2.92  0.36
F: -2.65 -16.17 -3.58  -0.22
F: -1.86 -18.14 -3.06  -0.26

Summary:
* energy relative to the best compared isomer or geometry (same formula, charge and spin): 0.000 eV
* total charge: +1
* HOMO level: -10.97 eV
* frontier orbital gap: 7.764 eV

Formula: C3H3NS2
Source: OMol25
Level of theory: wB97M-V/def2-TZVPD

Each line ends with the Mulliken charge.
Geometry (Å):
C: -0.20 -1.00 -0.18  -0.16
C: -1.32 -0.11 -0.13  0.25
C: 1.16 0.72 0.19  -0.31
N: 1.01 -0.59 -0.16  -0.41
S: -2.94 -0.38 0.03  -0.23
S: -0.54 1.50 -0.17  -0.09
H: -0.30 -2.12 -0.36  0.35
H: 1.36 0.60 1.29  0.30
H: 1.77 1.38 -0.51  0.31

Summary:
* energy relative to the best compared isomer or geometry (same formula, charge and spin): 0.682 eV
* total charge: 0
* HOMO level: -8.94 eV
* frontier orbital gap: 7.651 eV

Formula: C39H30Cl2CoN2O3P
Source: OMol25
Level of theory: wB97M-V/def2-TZVPD

Each line ends with the Löwdin spin population.
Geometry (Å):
Co: -0.02 0.66 0.41  0.89
O: 1.44 2.20 -3.31  0.00
C: 2.09 1.10 -3.76  0.00
C: 2.74 1.17 -4.99  0.00
C: 3.42 0.07 -5.49  0.00
C: 3.46 -1.11 -4.76  0.00
C: 2.82 -1.18 -3.54  0.00
C: 2.12 -0.09 -3.02  0.00
C: 1.44 -0.17 -1.71  0.00
O: 0.77 0.88 -1.34  0.00
N: 1.56 -1.26 -1.00  0.00
N: 0.84 -1.11 0.17  0.00
C: 0.86 -2.08 1.00  0.01
C: 0.12 -2.07 2.25  0.00
C: 0.10 -3.27 2.97  0.00
C: -0.57 -3.41 4.17  0.00
C: -1.23 -2.29 4.68  0.00
C: -1.22 -1.09 4.00  0.00
C: -0.56 -0.93 2.76  0.00
O: -0.61 0.24 2.20  0.00
H: 1.05 1.92 -2.44  0.00
H: 2.69 2.11 -5.53  0.00
H: 3.92 0.15 -6.44  0.00
H: 4.00 -1.97 -5.14  0.00
H: 2.83 -2.09 -2.95  0.00
H: 1.45 -2.97 0.77  0.00
H: 0.63 -4.12 2.56  0.00
H: -0.57 -4.35 4.71  0.00
H: -1.77 -2.35 5.62  0.00
H: -1.73 -0.22 4.40  0.00
Cl: -1.75 -2.03 -1.36  0.00
C: -2.85 -1.87 -0.02  0.00
C: -3.36 -3.03 0.54  0.00
C: -4.26 -2.94 1.58  0.00
C: -4.67 -1.69 2.04  0.00
C: -4.15 -0.54 1.47  0.00
C: -3.21 -0.60 0.44  0.00
P: -2.29 0.88 -0.14  0.03
C: -2.87 1.09 -1.85  0.01
C: -2.11 1.94 -2.66  0.00
C: -2.47 2.16 -3.98  0.00
C: -3.59 1.54 -4.51  0.00
C: -4.35 0.69 -3.71  0.00
C: -3.99 0.47 -2.39  0.00
C: -3.17 2.22 0.73  0.00
C: -4.15 3.00 0.12  0.00
C: -4.78 4.02 0.82  0.00
C: -4.44 4.27 2.14  0.00
C: -3.47 3.49 2.76  0.00
C: -2.83 2.48 2.06  0.00
H: -3.03 -3.99 0.15  0.00
H: -4.64 -3.84 2.03  0.00
H: -5.38 -1.61 2.85  0.00
H: -4.45 0.42 1.85  0.00
H: -1.22 2.41 -2.26  0.00
H: -1.86 2.81 -4.60  0.00
H: -3.87 1.70 -5.54  0.00
H: -5.23 0.20 -4.12  0.00
H: -4.58 -0.20 -1.77  0.00
H: -4.43 2.81 -0.91  0.00
H: -5.53 4.63 0.32  0.00
H: -4.93 5.07 2.69  0.00
H: -3.20 3.68 3.79  0.00
H: -2.07 1.88 2.53  0.00
Cl: 5.99 0.84 2.50  0.00
C: 4.38 1.38 2.06  0.02
C: 3.36 1.32 2.99  0.00
C: 2.09 1.74 2.63  0.02
C: 1.81 2.23 1.34  0.00
C: 0.43 2.54 0.94  -0.02
C: 2.88 2.29 0.44  0.02
C: 4.16 1.87 0.78  0.00
H: 3.55 0.93 3.98  0.00
H: 1.29 1.67 3.35  0.00
H: 0.40 3.23 0.09  0.00
H: -0.16 2.96 1.76  0.00
H: 2.71 2.67 -0.56  0.00
H: 4.96 1.91 0.07  0.00

Summary:
* energy relative to the best compared isomer or geometry (same formula, charge and spin): 0.000 eV
* total charge: -1
* 2S+1: 2
* expectation value of S²: 0.76
* HOMO level (alpha / beta): -3.68 / -4.58 eV
* frontier orbital gap (alpha / beta): 6.262 / 7.161 eV

Formula: C37H97BN17O20
Source: OMol25
Level of theory: wB97M-V/def2-TZVPD

Each line ends with the Mulliken charge.
Geometry (Å):
O: 1.35 2.64 -3.72  -0.71
C: 1.17 1.98 -2.74  0.89
O: -0.02 1.65 -2.27  -0.05
B: 0.11 0.60 -1.27  0.63
O: 1.57 0.41 -1.07  0.74
C: 2.17 1.27 -1.87  -0.36
O: 3.35 1.47 -2.04  -0.86
O: -0.51 -0.69 -1.53  -0.93
C: -1.31 -1.03 -0.57  -0.20
O: -1.87 -2.09 -0.45  -0.59
C: -1.21 0.09 0.52  0.85
O: -0.39 1.02 0.05  0.71
O: -1.76 0.00 1.58  -0.75
C: -3.35 5.91 -1.08  -1.49
C: -3.26 4.47 -0.57  1.51
C: -2.07 4.05 0.29  -0.04
O: -0.89 4.13 -0.48  0.93
C: 0.25 4.29 0.34  -0.97
N: -4.57 4.22 0.08  -0.80
H: -3.44 6.55 -0.20  0.36
H: -4.15 6.08 -1.80  0.37
H: -2.48 6.24 -1.65  0.21
H: -3.30 3.82 -1.43  -0.21
H: -2.18 2.99 0.55  -0.46
H: -2.18 4.62 1.22  0.22
H: 0.44 3.51 1.08  -0.07
H: 0.19 5.26 0.85  0.72
H: 1.17 4.15 -0.23  -0.11
H: -4.51 4.67 1.00  0.31
H: -4.62 3.23 0.32  0.28
C: -5.27 -6.92 -4.60  -1.39
C: -6.30 -5.90 -4.10  0.50
C: -5.74 -4.67 -3.43  -0.65
O: -4.79 -5.05 -2.48  -0.32
C: -4.13 -4.02 -1.77  -0.67
N: -7.24 -5.54 -5.20  -0.71
H: -5.76 -7.80 -5.03  0.40
H: -4.69 -7.30 -3.75  0.33
H: -4.53 -6.62 -5.34  0.30
H: -7.06 -6.35 -3.45  0.23
H: -6.61 -4.22 -2.93  0.30
H: -5.35 -3.94 -4.15  0.32
H: -4.86 -3.37 -1.26  0.32
H: -3.70 -3.32 -2.50  0.28
H: -3.38 -4.47 -1.13  0.26
H: -6.81 -4.88 -5.83  0.24
H: -8.10 -5.15 -4.87  0.26
C: 4.37 -0.67 6.03  -1.85
C: 3.70 -1.37 4.91  0.81
C: 2.19 -1.26 5.02  -1.20
O: 1.65 -1.80 3.81  0.15
C: 0.25 -1.50 3.73  -0.57
N: 4.18 -0.84 3.59  -0.58
H: 4.18 0.41 6.11  0.35
H: 5.45 -0.78 6.12  0.40
H: 4.02 -0.99 7.02  0.42
H: 4.01 -2.41 4.83  0.39
H: 1.87 -0.24 5.26  0.32
H: 1.82 -1.74 5.93  0.74
H: -0.23 -1.96 4.60  0.46
H: -0.31 -1.94 2.91  -0.30
H: 0.04 -0.42 3.73  0.32
H: 3.51 -1.25 2.94  -0.26
H: 5.03 -1.33 3.30  0.32
C: -4.21 -6.23 6.60  -1.54
C: -3.66 -5.62 5.31  0.75
C: -4.28 -4.29 4.91  -0.84
O: -3.70 -3.94 3.67  -0.30
C: -3.53 -2.55 3.42  -0.65
N: -2.22 -5.43 5.47  -0.67
H: -3.88 -7.26 6.70  0.39
H: -5.30 -6.24 6.55  0.36
H: -3.98 -5.65 7.50  0.37
H: -3.87 -6.39 4.56  0.14
H: -4.14 -3.52 5.68  0.39
H: -5.35 -4.40 4.72  0.34
H: -2.72 -2.18 4.06  0.13
H: -4.41 -1.95 3.68  0.49
H: -3.28 -2.36 2.38  0.24
H: -1.75 -5.07 4.65  0.12
H: -1.67 -6.24 5.72  0.27
C: 2.45 -2.14 -4.09  -1.22
C: 3.05 -2.27 -5.48  0.42
C: 2.97 -0.99 -6.30  -1.02
O: 4.03 -0.08 -5.92  -0.15
C: 3.72 1.19 -6.47  -0.84
N: 4.40 -2.85 -5.43  -0.80
H: 1.40 -1.85 -4.02  0.47
H: 3.06 -1.47 -3.47  0.07
H: 2.46 -3.15 -3.69  0.36
H: 2.41 -2.99 -6.01  0.39
H: 1.99 -0.50 -6.30  0.49
H: 3.16 -1.15 -7.37  0.41
H: 3.70 1.15 -7.57  0.35
H: 4.56 1.84 -6.21  0.19
H: 2.82 1.64 -6.07  0.31
H: 5.00 -2.05 -5.24  0.34
H: 4.46 -3.32 -4.52  0.35
C: 0.26 -4.22 1.34  -0.75
C: 1.77 -3.96 1.28  -0.05
C: 2.21 -2.68 0.55  0.35
O: 3.61 -2.53 0.62  -0.53
C: 4.14 -1.44 -0.15  -0.45
N: 2.33 -4.16 2.64  -0.82
H: -0.30 -3.92 2.23  -0.20
H: 0.00 -5.26 1.15  0.39
H: -0.20 -3.61 0.56  0.03
H: 2.21 -4.82 0.76  0.45
H: 1.79 -1.81 1.09  -0.48
H: 1.88 -2.71 -0.49  0.68
H: 3.76 -0.48 0.19  -0.17
H: 3.91 -1.68 -1.19  0.40
H: 5.19 -1.43 0.13  0.40
H: 3.32 -3.90 2.61  0.35
H: 1.93 -3.48 3.29  0.28
C: -3.15 0.92 5.09  -1.55
C: -3.10 2.37 4.56  0.48
C: -1.73 2.66 3.90  0.00
O: -1.47 4.08 3.77  -0.16
C: -0.87 4.63 4.91  -0.83
N: -4.22 2.58 3.65  -0.80
H: -2.31 0.75 5.76  0.41
H: -3.00 0.12 4.36  0.00
H: -4.12 0.70 5.54  0.44
H: -3.19 3.09 5.38  0.58
H: -1.60 2.15 2.95  -0.56
H: -0.90 2.31 4.52  0.46
H: -1.54 4.35 5.73  0.30
H: -0.87 5.72 4.95  0.29
H: 0.12 4.27 5.21  0.27
H: -3.88 2.21 2.76  0.27
H: -4.18 3.58 3.43  0.36
C: 0.29 7.14 -3.05  0.48
O: 0.64 7.35 -4.22  -0.73
N: -0.35 8.09 -2.33  -0.33
N: 0.41 5.94 -2.50  0.02
H: -0.40 8.01 -1.33  0.20
H: -0.51 8.94 -2.83  0.22
H: 1.02 5.26 -2.92  -0.03
H: -0.09 5.74 -1.65  -0.05
C: 2.88 2.26 2.12  0.22
O: 2.74 3.34 1.56  -0.64
N: 3.98 1.83 2.75  -0.23
N: 1.89 1.31 2.21  0.75
H: 4.76 2.47 2.73  0.21
H: 4.02 0.94 3.24  0.21
H: 1.99 0.54 2.85  0.10
H: 1.03 1.44 1.71  -0.80
C: -2.74 2.98 -4.67  0.44
O: -3.85 3.52 -4.82  -0.75
N: -1.92 2.64 -5.69  -0.29
N: -2.17 2.91 -3.45  -0.07
H: -2.24 2.69 -6.64  0.20
H: -1.01 2.30 -5.43  0.18
H: -2.64 3.16 -2.61  -0.70
H: -1.25 2.49 -3.42  0.34
C: 4.43 4.70 -2.90  0.50
O: 4.62 5.91 -3.12  -0.74
N: 4.68 3.82 -3.88  -0.22
N: 3.97 4.25 -1.72  0.02
H: 4.89 4.20 -4.78  0.18
H: 4.46 2.84 -3.80  0.20
H: 4.11 3.26 -1.58  0.01
H: 3.97 4.86 -0.92  0.16
C: 7.05 0.12 -3.02  0.39
O: 8.25 -0.10 -2.90  -0.72
N: 6.25 0.41 -1.95  -0.11
N: 6.31 -0.16 -4.12  -0.03
H: 5.30 0.61 -2.22  0.08
H: 6.66 0.59 -1.06  0.20
H: 5.31 -0.21 -4.07  -0.11
H: 6.69 -0.40 -5.01  0.24

Summary:
* energy relative to the best compared isomer or geometry (same formula, charge and spin): 0.663 eV
* total charge: -1
* HOMO level: -7.11 eV
* frontier orbital gap: 8.831 eV

Formula: C4H11NS
Source: OMol25
Level of theory: wB97M-V/def2-TZVPD

Each line ends with the Mulliken charge.
Geometry (Å):
C: 0.24 -3.06 -0.20  -1.18
C: 0.21 -1.67 0.37  0.09
C: 1.30 -1.05 0.81  -0.31
N: 1.37 0.26 1.31  -0.45
H: 1.26 -3.43 -0.33  0.32
H: -0.30 -3.75 0.45  0.27
H: -0.28 -3.13 -1.15  0.29
H: -0.76 -1.21 0.50  0.29
H: 2.26 -1.55 0.74  0.28
H: 1.88 0.30 2.19  0.23
H: 0.46 0.70 1.42  0.16
C: -0.10 1.81 -1.39  -0.61
S: -1.49 1.65 -0.23  -0.28
H: 0.46 2.72 -1.18  0.29
H: 0.56 0.96 -1.25  0.19
H: -0.48 1.86 -2.40  0.29
H: -1.32 2.80 0.43  0.12

Summary:
* energy relative to the best compared isomer or geometry (same formula, charge and spin): 0.729 eV
* total charge: 0
* HOMO level: -8.10 eV
* frontier orbital gap: 8.983 eV

Formula: C13H23FN4O2P
Source: OMol25
Level of theory: wB97M-V/def2-TZVPD

Each line ends with the Mulliken charge.
Geometry (Å):
C: -3.96 0.32 1.80  -0.63
C: -2.86 -0.56 2.11  -0.49
C: -1.29 -0.12 2.06  -0.40
C: -0.76 -0.50 0.60  0.03
C: -1.07 -2.10 0.33  -1.05
C: 0.31 -2.43 -0.50  -0.35
O: -0.14 -3.36 -1.54  -0.34
C: -0.42 -4.57 -0.84  0.40
N: -0.95 -5.56 -0.42  -0.38
N: 0.99 -1.15 -0.96  0.14
P: 0.26 -0.83 -2.58  0.08
N: -1.33 -0.76 -2.59  -0.56
C: 0.77 -0.19 0.19  -0.10
C: 1.55 -0.74 1.53  -0.98
C: 3.06 -1.12 1.25  0.37
O: 3.87 -0.50 0.55  -0.47
F: 3.52 -2.34 1.86  -0.26
N: 1.25 1.20 0.13  -0.02
C: 0.44 2.10 -0.73  0.05
C: 0.47 3.65 -0.23  -0.55
C: 1.45 4.56 -1.16  -1.02
H: -4.58 0.74 2.67  0.26
H: -4.20 0.51 0.71  0.26
H: -3.04 -1.64 2.43  0.33
H: -0.80 -0.69 2.92  0.31
H: -1.27 1.00 2.27  0.36
H: -1.54 0.02 -0.07  0.44
H: -1.97 -2.20 -0.36  0.35
H: -1.16 -2.73 1.27  0.45
H: 0.94 -3.08 0.21  0.61
H: 1.95 -1.47 -1.21  0.58
H: 0.75 0.42 -3.11  0.16
H: 0.70 -1.87 -3.48  0.20
H: -1.56 0.19 -2.95  0.28
H: 1.02 -1.61 2.03  0.35
H: 1.55 0.16 2.25  0.54
H: 2.23 1.27 -0.17  0.37
H: 0.96 2.13 -1.77  0.06
H: -0.63 1.77 -0.93  0.12
H: -0.59 4.07 -0.19  0.34
H: 0.96 3.67 0.81  0.28
H: 2.53 4.56 -0.76  0.27
H: 1.50 4.14 -2.24  0.30
H: 1.10 5.64 -1.20  0.33

Summary:
* total charge: +1
* HOMO level: -10.61 eV
* frontier orbital gap: 7.188 eV

Formula: C43H60N3O11P2TcTe2
Source: OMol25
Level of theory: wB97M-V/def2-TZVPD

Each line ends with the Löwdin spin population.
Geometry (Å):
Tc: 0.90 0.48 0.88  1.65
O: 6.25 2.75 1.54  0.00
C: 6.36 1.70 0.76  0.00
O: 7.42 1.26 0.38  0.00
C: 5.09 1.03 0.36  0.00
C: 5.00 -0.05 -0.49  0.02
N: 3.71 -0.39 -0.58  0.01
N: 2.94 0.38 0.19  0.03
C: 3.76 1.27 0.75  0.03
C: 3.11 2.27 1.65  0.01
O: 3.78 3.16 2.18  0.00
O: 1.86 2.08 1.78  0.01
H: 5.30 2.97 1.81  0.00
H: 5.78 -0.56 -1.02  0.00
H: 3.29 -1.22 -0.98  0.00
C: -2.69 -3.11 3.71  0.00
C: -3.04 -3.09 2.24  0.00
C: -4.49 -2.68 2.02  0.00
O: -2.21 -2.11 1.56  0.00
P: -1.07 -2.49 0.54  0.00
O: -0.49 -1.26 -0.04  0.00
C: -0.02 -3.79 1.29  0.00
P: 1.70 -3.78 0.65  0.00
O: 2.08 -2.58 -0.10  0.01
O: 1.81 -5.12 -0.20  0.00
C: 1.09 -5.29 -1.46  0.00
C: 1.73 -4.47 -2.57  0.00
C: 1.13 -6.78 -1.76  0.00
O: 2.68 -3.99 1.86  0.00
C: 3.01 -5.17 2.62  0.00
C: 4.01 -6.02 1.86  0.00
C: 1.77 -5.96 3.03  0.00
O: -1.77 -3.41 -0.56  0.00
C: -2.76 -2.81 -1.45  0.00
C: -2.05 -2.24 -2.67  0.00
C: -3.76 -3.89 -1.80  0.00
H: -3.37 -3.79 4.24  0.00
H: -2.79 -2.11 4.12  0.00
H: -1.67 -3.44 3.88  0.00
H: -2.86 -4.07 1.79  0.00
H: -4.66 -1.70 2.44  0.00
H: -5.15 -3.40 2.50  0.00
H: -4.73 -2.64 0.95  0.00
H: -0.47 -4.76 1.07  0.00
H: 0.01 -3.61 2.36  0.00
H: 0.06 -4.96 -1.31  0.00
H: 2.78 -4.75 -2.66  0.00
H: 1.66 -3.41 -2.35  0.00
H: 1.22 -4.67 -3.51  0.00
H: 2.16 -7.10 -1.85  0.00
H: 0.60 -6.99 -2.69  0.00
H: 0.66 -7.34 -0.95  0.00
H: 3.48 -4.77 3.52  0.00
H: 3.54 -6.45 0.98  0.00
H: 4.38 -6.82 2.51  0.00
H: 4.85 -5.41 1.55  0.00
H: 1.22 -6.29 2.15  0.00
H: 1.11 -5.34 3.65  0.00
H: 2.07 -6.83 3.60  0.00
H: -3.26 -2.00 -0.90  0.00
H: -1.52 -3.03 -3.19  0.00
H: -1.34 -1.48 -2.35  0.00
H: -2.78 -1.79 -3.34  0.00
H: -3.25 -4.73 -2.28  0.00
H: -4.50 -3.50 -2.49  0.00
H: -4.27 -4.26 -0.91  0.00
Te: 0.88 -0.50 3.44  -0.02
C: -0.62 5.09 -6.62  0.00
C: -0.63 4.40 -5.28  0.00
C: -1.35 4.91 -4.21  0.00
C: -1.34 4.29 -2.96  0.00
C: -2.17 4.90 -1.86  0.00
C: -0.56 3.14 -2.77  -0.01
Te: -0.64 2.20 -0.80  -0.01
N: -0.83 0.94 1.49  0.12
C: -1.55 0.73 2.52  0.07
O: -1.06 0.21 3.63  0.04
C: -3.00 1.01 2.52  0.00
C: -3.68 0.97 1.30  0.01
C: -5.04 1.23 1.25  0.00
C: -5.74 1.52 2.42  0.01
C: -5.07 1.54 3.63  0.00
C: -3.71 1.28 3.69  0.00
C: 0.31 3.88 0.11  0.00
C: -0.27 4.49 1.23  0.00
C: -1.63 4.13 1.78  0.00
C: 0.43 5.49 1.89  0.00
C: 1.68 5.92 1.46  0.00
C: 2.43 6.99 2.21  0.00
C: 2.22 5.32 0.34  0.00
C: 1.57 4.29 -0.33  0.00
C: 2.28 3.66 -1.50  0.00
C: 0.13 2.59 -3.85  0.00
C: 0.95 1.33 -3.75  0.00
C: 0.10 3.24 -5.09  0.00
H: -1.37 5.87 -6.67  0.00
H: -0.81 4.37 -7.42  0.00
H: 0.36 5.54 -6.80  0.00
H: -1.94 5.81 -4.35  0.00
H: -2.82 5.67 -2.25  0.00
H: -1.53 5.35 -1.10  0.00
H: -2.78 4.13 -1.38  0.00
H: -3.13 0.71 0.41  0.00
H: -5.56 1.20 0.30  0.00
H: -6.80 1.72 2.38  0.00
H: -5.61 1.76 4.54  0.00
H: -3.17 1.29 4.63  0.00
H: -2.17 3.48 1.09  0.00
H: -2.21 5.03 1.97  0.00
H: -1.51 3.58 2.72  0.00
H: -0.01 5.93 2.78  0.00
H: 1.79 7.47 2.95  0.00
H: 2.80 7.75 1.52  0.00
H: 3.28 6.55 2.72  0.00
H: 3.20 5.63 -0.01  0.00
H: 3.34 3.90 -1.48  0.00
H: 1.87 4.02 -2.44  0.00
H: 2.17 2.57 -1.48  0.00
H: 0.82 0.85 -2.77  0.00
H: 2.01 1.54 -3.89  0.00
H: 0.64 0.62 -4.52  0.00
H: 0.65 2.81 -5.92  0.00

Summary:
* energy relative to the best compared isomer or geometry (same formula, charge and spin): 0.000 eV
* total charge: 0
* 2S+1: 3
* expectation value of S²: 2.02
* HOMO level (alpha / beta): -7.20 / -7.03 eV
* frontier orbital gap (alpha / beta): 7.313 / 6.734 eV